{"formula": "C18H26N4O4", "method": "ωB97M-V with the def2-TZVPD basis set", "symbols": ["C", "C", "C", "C", "C", "O", "N", "N", "C", "C", "C", "O", "N", "C", "C", "C", "C", "C", "C", "C", "C", "C", "O", "N", "C", "O", "H", "H", "H", "H", "H", "H", "H", "H", "H", "H", "H", "H", "H", "H", "H", "H", "H", "H", "H", "H", "H", "H", "H", "H", "H", "H"], "positions_angstrom": [[6.644, -2.000, 0.458], [5.667, -3.166, 0.363], [4.253, -2.737, -0.029], [3.561, -1.906, 1.059], [2.137, -1.609, 0.647], [1.163, -2.210, 1.033], [2.044, -0.584, -0.259], [0.833, -0.240, -0.743], [0.688, 0.753, -1.535], [-0.613, 1.122, -2.012], [-1.747, 0.421, -1.631], [-1.699, -0.669, -0.897], [-2.985, 0.807, -2.042], [-4.166, 0.213, -1.436], [-4.561, 1.006, -0.176], [-3.415, 1.077, 0.797], [-2.515, 2.051, 0.726], [-1.296, 2.145, 1.589], [-1.022, 0.840, 2.332], [-2.323, 0.298, 2.911], [-3.289, -0.049, 1.782], [-3.183, 1.912, -2.864], [-4.283, 2.270, -3.208], [-2.039, 2.548, -3.259], [-0.727, 2.276, -2.873], [0.182, 2.976, -3.263], [7.648, -2.367, 0.656], [6.664, -1.441, -0.475], [6.372, -1.322, 1.263], [5.632, -3.691, 1.320], [6.031, -3.871, -0.388], [4.296, -2.165, -0.960], [3.650, -3.628, -0.215], [4.103, -0.975, 1.231], [3.532, -2.478, 1.987], [2.866, -0.057, -0.550], [1.520, 1.372, -1.875], [-0.749, -0.830, -0.621], [-3.937, -0.823, -1.190], [-4.970, 0.259, -2.171], [-5.423, 0.515, 0.276], [-4.855, 2.009, -0.488], [-2.648, 2.862, 0.019], [-0.438, 2.418, 0.967], [-1.438, 2.960, 2.308], [-0.295, 1.013, 3.128], [-0.600, 0.101, 1.649], [-2.126, -0.589, 3.515], [-2.773, 1.056, 3.557], [-4.274, -0.285, 2.193], [-2.930, -0.940, 1.259], [-2.169, 3.350, -3.867]], "gap_ev": 8.805, "charge": 0}

***

{"formula": "C18H26N4O6S", "method": "ωB97M-V with the def2-TZVPD basis set", "symbols": ["C", "N", "C", "C", "C", "N", "C", "O", "C", "C", "N", "C", "C", "O", "C", "C", "O", "S", "C", "O", "C", "C", "N", "C", "C", "O", "C", "C", "O", "H", "H", "H", "H", "H", "H", "H", "H", "H", "H", "H", "H", "H", "H", "H", "H", "H", "H", "H", "H", "H", "H", "H", "H", "H", "H"], "positions_angstrom": [[0.783, 2.176, -2.040], [0.598, 0.758, -2.332], [1.673, -0.019, -2.936], [2.535, -0.774, -1.925], [3.445, 0.139, -1.110], [3.974, -0.539, 0.076], [4.063, 0.096, 1.304], [5.082, 0.093, 1.961], [2.841, 0.789, 1.776], [2.817, 1.774, 2.717], [1.584, 2.283, 3.013], [0.674, 1.688, 2.309], [-0.767, 2.092, 2.277], [-0.931, 3.039, 1.250], [-2.272, 2.898, 0.774], [-2.727, 1.529, 1.300], [-1.557, 0.989, 1.927], [1.236, 0.456, 1.252], [-0.614, 0.233, -2.007], [-1.479, 0.922, -1.489], [-0.879, -1.220, -2.371], [-2.137, -1.772, -1.723], [-2.049, -1.923, -0.276], [-0.908, -2.637, 0.277], [-0.925, -2.603, 1.789], [-2.177, -3.052, 2.264], [-3.166, -2.108, 1.915], [-3.184, -1.715, 0.448], [-4.191, -1.209, -0.019], [0.016, 2.768, -2.540], [0.704, 2.375, -0.970], [1.764, 2.484, -2.397], [1.251, -0.720, -3.656], [2.290, 0.669, -3.519], [1.888, -1.314, -1.231], [3.135, -1.525, -2.446], [4.271, 0.503, -1.729], [2.891, 1.018, -0.784], [4.842, -1.030, -0.096], [3.698, 2.152, 3.213], [-1.070, 2.511, 3.246], [-2.892, 3.710, 1.162], [-2.241, 2.927, -0.312], [-3.529, 1.620, 2.038], [-3.028, 0.857, 0.503], [-1.021, -1.262, -3.456], [-0.014, -1.849, -2.164], [-2.977, -1.112, -1.918], [-2.359, -2.747, -2.173], [-0.905, -3.675, -0.079], [0.018, -2.165, -0.064], [-0.160, -3.268, 2.186], [-0.733, -1.584, 2.145], [-4.138, -2.540, 2.140], [-3.047, -1.186, 2.498]], "gap_ev": 9.480, "charge": 0}

***

{"formula": "C18H26N4SSi2V", "method": "ωB97M-V with the def2-TZVPD basis set", "symbols": ["V", "C", "C", "N", "N", "C", "N", "S", "C", "C", "C", "C", "C", "N", "H", "H", "H", "H", "H", "H", "H", "H", "H", "H", "C", "Si", "C", "C", "C", "C", "C", "C", "C", "Si", "C", "C", "H", "H", "H", "H", "H", "H", "H", "H", "H", "H", "H", "H", "H", "H", "H", "H"], "positions_angstrom": [[-0.081, 0.724, 0.290], [-2.775, 3.987, -0.227], [-1.550, 3.128, -0.242], [-1.625, 1.711, -0.167], [-2.924, 1.194, -0.153], [-3.127, -0.012, 0.314], [-4.362, -0.574, 0.216], [-1.824, -0.924, 0.976], [-0.270, 3.570, -0.158], [0.123, 4.961, -0.215], [1.417, 5.324, -0.143], [2.424, 4.311, 0.001], [2.020, 3.022, 0.086], [0.727, 2.577, 0.033], [-3.555, 3.565, 0.415], [-3.221, 4.157, -1.216], [-2.552, 4.967, 0.191], [-3.656, 1.712, -0.617], [-5.174, 0.013, 0.120], [-4.490, -1.427, 0.733], [-0.648, 5.710, -0.338], [1.699, 6.368, -0.193], [3.474, 4.559, 0.049], [2.758, 2.241, 0.206], [2.638, 0.090, 1.729], [2.655, -0.828, 0.074], [2.945, 0.244, -1.454], [3.828, -2.297, 0.051], [5.214, -2.442, 0.135], [5.773, -3.704, 0.025], [4.960, -4.820, -0.173], [3.585, -4.684, -0.255], [3.006, -3.420, -0.143], [1.236, -2.739, -0.093], [0.396, -3.420, 1.442], [0.249, -3.066, -1.656], [3.547, 0.682, 1.852], [2.616, -0.667, 2.515], [1.805, 0.781, 1.909], [3.898, 0.774, -1.374], [2.172, 0.982, -1.666], [3.015, -0.435, -2.307], [5.855, -1.581, 0.285], [6.846, -3.829, 0.090], [5.415, -5.799, -0.259], [2.970, -5.565, -0.404], [0.578, -4.499, 1.461], [-0.679, -3.260, 1.466], [0.833, -3.005, 2.351], [0.188, -4.142, -1.838], [0.728, -2.609, -2.523], [-0.766, -2.675, -1.572]], "gap_ev": [5.742, 5.595], "spin_multiplicity": 2, "s_squared": 0.764, "charge": 0}

***

{"formula": "C18H27BBr45O5PSi", "method": "ωB97M-V with the def2-TZVPD basis set", "symbols": ["C", "C", "O", "B", "O", "Si", "C", "P", "O", "O", "O", "H", "H", "H", "H", "H", "H", "H", "H", "H", "H", "H", "H", "C", "Br", "Br", "Br", "H", "C", "Br", "Br", "Br", "H", "C", "Br", "Br", "Br", "H", "C", "Br", "Br", "Br", "H", "C", "Br", "Br", "Br", "H", "C", "Br", "Br", "Br", "H", "C", "Br", "Br", "Br", "H", "C", "Br", "Br", "Br", "H", "C", "Br", "Br", "Br", "H", "C", "Br", "Br", "Br", "H", "C", "Br", "Br", "Br", "H", "C", "Br", "Br", "Br", "H", "C", "Br", "Br", "Br", "H", "C", "Br", "Br", "Br", "H", "C", "Br", "Br", "Br", "H"], "positions_angstrom": [[-1.121, 0.475, 4.414], [0.136, -0.250, 3.936], [0.029, -0.780, 2.612], [-1.130, -1.430, 2.267], [-1.758, -1.060, 1.087], [-2.004, -2.959, 3.271], [-1.427, -3.278, 5.069], [0.099, -4.194, 5.174], [-0.103, -5.584, 5.642], [1.146, -3.376, 6.073], [0.715, -4.160, 3.697], [-1.821, -0.219, 4.896], [-0.832, 1.191, 5.193], [-1.606, 1.032, 3.607], [0.972, 0.456, 3.912], [0.439, -1.039, 4.640], [-2.603, -0.619, 1.240], [-1.869, -4.227, 2.531], [-3.421, -2.597, 3.376], [-2.185, -3.895, 5.561], [-1.371, -2.336, 5.629], [0.734, -2.630, 6.526], [1.388, -4.848, 3.587], [-0.760, 4.034, 0.955], [0.734, 2.902, 0.555], [-2.408, 3.299, 0.278], [-0.880, 4.436, 2.833], [-0.605, 4.972, 0.439], [-2.821, -7.092, 6.081], [-2.776, -8.507, 7.380], [-3.153, -7.765, 4.313], [-4.104, -5.738, 6.576], [-1.840, -6.625, 6.064], [-5.151, 6.223, 2.091], [-3.544, 7.101, 2.677], [-5.447, 6.505, 0.217], [-5.167, 4.347, 2.528], [-5.976, 6.680, 2.622], [-6.452, 0.612, 3.343], [-6.349, -1.146, 4.114], [-5.003, 0.973, 2.121], [-8.159, 0.903, 2.514], [-6.360, 1.330, 4.147], [2.234, 1.424, -3.252], [3.727, 2.110, -4.244], [2.756, 0.869, -1.483], [0.773, 2.669, -3.232], [1.887, 0.537, -3.765], [5.049, -1.103, -6.265], [5.397, -2.518, -7.525], [3.557, -1.541, -5.137], [6.615, -0.657, -5.243], [4.777, -0.227, -6.839], [8.720, -3.848, -6.174], [7.886, -4.941, -4.832], [9.862, -2.523, -5.383], [9.643, -4.903, -7.486], [7.928, -3.316, -6.684], [5.031, 5.947, -5.891], [6.157, 4.451, -5.428], [3.320, 5.861, -5.025], [5.920, 7.615, -5.545], [4.855, 5.891, -6.956], [11.236, 0.976, -4.586], [12.756, 1.605, -5.579], [11.722, 0.415, -2.813], [9.820, 2.275, -4.558], [10.855, 0.107, -5.104], [-5.232, 10.637, -0.987], [-3.688, 9.581, -1.420], [-6.842, 9.851, -1.687], [-5.363, 10.943, 0.907], [-5.110, 11.600, -1.462], [-2.864, 1.147, -4.905], [-1.547, -0.196, -5.318], [-2.745, 1.702, -3.070], [-2.740, 2.646, -6.103], [-3.837, 0.698, -5.050], [-6.454, -5.077, 1.937], [-4.761, -4.676, 2.757], [-6.704, -6.961, 1.637], [-7.893, -4.311, 2.956], [-6.455, -4.595, 0.969], [-9.650, 4.752, 0.684], [-8.187, 3.915, -0.232], [-10.787, 3.461, 1.544], [-9.045, 6.093, 1.927], [-10.250, 5.257, -0.060], [4.485, -0.814, 3.391], [5.196, 0.363, 4.735], [3.637, 0.166, 1.973], [5.823, -2.019, 2.720], [3.722, -1.415, 3.865], [5.791, -8.105, -5.682], [4.672, -7.898, -7.232], [4.752, -8.292, -4.075], [7.038, -9.552, -5.894], [6.368, -7.197, -5.583]], "gap_ev": 9.281, "charge": 0}

***

no.,strongest force on any atom (hartree/bohr)
1,0.0151
2,0.0077
3,0.0092
4,0.0298